## P
Below is one molecule with the formula C9H9NO, with properties calculated with ωB97M-V/def2-TZVPD.

```
20
Properties=species:S:1:pos:R:3:nbo_charge:R:1
C -2.76 0.64 -0.07 0.85
C -1.69 -1.38 0.59 -0.22
C -0.69 -1.47 -0.51 -0.45
C 0.62 -0.58 -0.25 0.00
C 0.59 0.89 -0.19 -0.24
C 1.76 1.55 0.10 -0.21
C 3.05 0.86 0.28 -0.21
C 3.07 -0.48 0.08 -0.22
C 1.88 -1.16 -0.21 -0.23
H -1.97 -2.36 1.12 0.23
H -1.22 -0.92 1.47 0.21
H -0.29 -2.48 -0.64 0.23
H -1.13 -1.16 -1.42 0.23
H -0.46 1.44 -0.19 0.24
H 1.72 2.63 0.31 0.22
H 3.91 1.55 0.58 0.23
H 4.09 -1.00 0.04 0.22
H 1.99 -2.22 -0.45 0.21
N -2.87 -0.48 0.30 -0.53
O -2.69 1.83 -0.24 -0.54
```



## Q
Below is one molecule with the formula C9H9NO, with properties calculated with ωB97M-V/def2-TZVPD.

```
20
Properties=species:S:1:pos:R:3:nbo_charge:R:1
C 0.69 -0.39 2.56 -0.19
C -0.63 -0.78 2.28 -0.21
C 1.45 0.02 1.44 -0.16
C -1.16 -0.79 1.03 -0.22
C 0.95 0.12 0.22 -0.10
C -0.34 -0.38 -0.05 -0.08
C 1.90 0.39 -0.86 -0.09
C -0.83 -0.32 -1.43 0.07
C -1.44 1.03 -1.77 -0.68
N 1.83 -0.08 -2.02 0.00
O 0.78 -0.50 -2.52 -0.34
H 1.07 -0.49 3.47 0.20
H -1.17 -1.03 3.20 0.21
H 2.42 0.42 1.51 0.21
H -2.25 -1.10 0.98 0.23
H 2.90 0.85 -0.68 0.20
H -1.46 -1.21 -1.82 0.23
H -2.01 1.11 -2.74 0.23
H -0.66 1.82 -1.96 0.24
H -2.06 1.31 -0.85 0.23
```



The structure with the least stability is Q.



## P
Below is a 2-piece molecular cluster, CH2F3P overall, with properties calculated with ωB97M-V/def2-TZVPD.

```
7
Properties=species:S:1:pos:R:3:nbo_charge:R:1
C -1.26 -0.09 -0.01 -0.77
F 0.87 -1.17 1.19 -0.55
F 0.89 -1.14 -1.19 -0.55
F 2.50 2.10 0.01 -0.24
P 0.46 -0.18 0.01 1.66
H -1.72 0.27 -0.91 0.23
H -1.75 0.22 0.90 0.23
```



## Q
Below is a 2-piece molecular cluster, CH2F3P overall, with properties calculated with ωB97M-V/def2-TZVPD.

```
7
Properties=species:S:1:pos:R:3:nbo_charge:R:1
C 0.62 -0.15 -0.22 -0.29
F 1.60 0.32 -1.18 -0.37
F -2.03 -1.50 0.36 -0.68
F -0.76 1.56 1.10 -0.55
P -0.96 0.97 -0.37 1.45
H 1.15 -0.03 0.65 0.20
H 0.38 -1.17 -0.33 0.24
```



The structure with the least stability is Q.



## P
Below is one molecule with the formula C4H7P3, with properties calculated with ωB97M-V/def2-TZVPD.

```
14
Properties=species:S:1:pos:R:3:nbo_charge:R:1
C 1.54 1.53 -0.36 -1.02
C 0.45 -0.94 -0.22 -0.56
C -0.47 -2.06 -0.22 -0.71
C -1.22 1.31 0.29 -0.91
P 2.95 0.83 0.23 0.38
P 2.24 -1.16 0.61 0.18
P 0.10 0.64 -0.84 0.95
H 1.44 2.66 -0.40 0.26
H -0.54 -2.77 -1.10 0.25
H -1.55 -1.69 -0.16 0.21
H -0.35 -2.73 0.63 0.24
H -2.24 1.30 -0.28 0.24
H -1.10 2.37 0.61 0.25
H -1.26 0.70 1.20 0.24
```



## Q
Below is one molecule with the formula C4H7P3, with properties calculated with ωB97M-V/def2-TZVPD.

```
14
Properties=species:S:1:pos:R:3:nbo_charge:R:1
C -1.03 0.94 -2.60 -0.92
C 0.53 -3.17 1.66 -0.80
C 0.67 1.29 -0.26 -1.07
C -0.40 -1.18 0.10 -1.00
P -1.13 1.33 -1.01 0.74
P -0.83 -2.82 0.71 0.70
P 0.67 -0.14 0.87 0.77
H -1.94 1.01 -3.21 0.23
H -0.12 0.53 -3.12 0.22
H 0.73 -4.08 2.16 0.21
H 1.44 -2.50 1.65 0.21
H 0.68 2.37 0.31 0.26
H 1.51 1.25 -0.83 0.24
H -0.91 -0.99 -0.75 0.20
```



The structure with the least stability is Q.



## P
Below is C28H26F6IN4O9S3TeW as an isolated structure, with properties calculated with ωB97M-V/def2-TZVPD.

Calculated values
Multiplicity: 4
Expectation value of S²: 3.8005

```
79
Properties=species:S:1:pos:R:3:mulliken_spin:R:1
W -0.10 0.41 -0.78 -0.04
O -2.20 -0.33 -3.90 0.01
S -0.90 -0.05 -3.40 0.00
O 0.19 0.02 -4.32 0.00
O -0.56 -1.00 -2.21 0.05
O -0.93 1.22 -2.46 -0.03
F 0.68 3.77 -2.37 0.00
C 1.55 3.21 -3.19 0.00
F 0.94 2.63 -4.20 0.00
F 2.36 4.15 -3.65 0.00
S 2.63 1.98 -2.31 -0.01
O 1.84 0.87 -1.76 0.00
O 3.62 1.59 -3.25 0.00
N 3.28 2.93 -1.20 0.01
S 2.97 2.77 0.32 -0.02
O 4.36 2.79 1.08 0.08
O -0.02 2.04 -0.23 -0.01
C 2.63 4.54 0.73 0.01
F 3.53 5.36 0.20 0.00
F 2.61 4.70 2.04 0.00
F 1.43 4.82 0.23 0.00
I 5.54 -4.70 -3.37 0.00
C 3.90 -3.68 -2.66 0.00
C 2.94 -4.17 -1.80 0.00
N 2.07 -3.16 -1.61 0.00
N 2.40 -2.06 -2.29 0.00
C 3.51 -2.36 -2.94 0.00
H 2.82 -5.13 -1.33 0.00
H 1.24 -3.13 -1.03 0.01
H 3.98 -1.63 -3.58 0.00
C -6.17 3.90 2.66 0.00
C -5.25 2.85 2.10 0.02
C -4.67 1.89 2.92 0.00
C -3.83 0.91 2.42 -0.10
C -3.23 -0.11 3.35 0.07
C -3.57 0.91 1.05 0.04
Te -2.43 -0.69 0.29 0.89
N 0.82 -1.01 0.12 0.08
C 1.04 -0.31 1.25 0.10
O 0.09 0.36 1.74 0.09
C 2.42 -0.08 1.70 0.23
C 3.46 -0.32 0.75 0.02
C 4.61 0.38 0.81 0.26
C 4.73 1.49 1.80 0.00
C 3.84 1.37 2.98 0.26
C 2.69 0.66 2.89 -0.07
C -1.38 -3.45 -0.41 0.66
C -1.48 -3.83 -1.72 0.09
C -0.91 -5.06 -2.06 0.06
C -0.29 -5.82 -1.08 -0.04
C -0.23 -5.38 0.24 0.06
C -0.79 -4.16 0.62 0.11
C -0.75 -3.67 2.04 0.09
C -4.12 1.87 0.19 -0.14
C -3.82 1.89 -1.28 0.14
C -4.96 2.82 0.74 0.00
H -6.22 3.85 3.74 0.00
H -7.18 3.77 2.26 0.00
H -5.84 4.90 2.38 0.00
H -4.88 1.91 3.99 0.00
H -3.41 0.17 4.39 0.00
H -2.15 -0.19 3.21 -0.01
H -3.67 -1.10 3.19 0.00
H 3.26 -1.02 -0.06 0.00
H 5.40 0.25 0.09 0.00
H 5.76 1.72 2.07 0.02
H 4.08 1.95 3.86 0.00
H 1.95 0.68 3.67 0.01
H -1.93 -3.19 -2.47 0.03
H -0.95 -5.40 -3.08 0.00
H 0.15 -6.78 -1.34 0.00
H 0.25 -6.00 0.99 0.00
H -0.25 -4.39 2.68 0.00
H -1.76 -3.51 2.43 0.00
H -0.21 -2.72 2.10 0.00
H -2.77 2.11 -1.47 -0.02
H -4.41 2.65 -1.79 0.00
H -4.03 0.93 -1.76 -0.01
H -5.40 3.57 0.09 0.00
```



## Q
Below is C28H26F6IN4O9S3TeW as an isolated structure, with properties calculated with ωB97M-V/def2-TZVPD.

Calculated values
Multiplicity: 4
Expectation value of S²: 3.7872

```
79
Properties=species:S:1:pos:R:3:mulliken_spin:R:1
W -1.21 -0.20 -0.85 1.10
O -4.37 -0.05 -3.03 0.00
S -3.67 0.57 -1.94 0.01
O -3.27 -0.50 -0.86 0.01
O -4.28 1.69 -1.31 0.00
O -2.19 0.86 -2.31 0.03
F 0.17 3.74 0.44 0.00
C 0.79 3.80 1.61 0.00
F 2.08 3.54 1.43 0.00
F 0.67 5.03 2.09 0.00
S 0.06 2.59 2.81 -0.01
O 0.60 1.30 2.46 0.00
O 0.34 3.12 4.10 0.00
N -1.49 2.73 2.52 0.00
S -2.40 2.10 1.45 0.01
O -3.50 1.37 1.98 0.00
O -1.67 1.43 0.33 0.04
C -3.11 3.64 0.60 0.00
F -2.78 4.71 1.31 0.00
F -4.42 3.55 0.55 0.00
F -2.60 3.76 -0.62 0.00
I -2.31 -1.75 5.15 0.00
C -2.31 -1.76 3.09 0.00
C -3.07 -2.52 2.24 0.00
N -2.68 -2.25 0.98 -0.01
N -1.75 -1.27 0.99 0.03
C -1.50 -0.98 2.26 0.01
H -3.85 -3.24 2.44 0.00
H -3.30 -2.27 0.18 0.00
H -0.72 -0.28 2.52 -0.02
C 3.14 -2.23 5.48 0.00
C 2.68 -2.09 4.05 0.00
C 3.11 -1.04 3.26 0.01
C 2.68 -0.87 1.95 0.00
C 3.27 0.26 1.15 0.04
C 1.75 -1.78 1.44 0.03
Te 1.12 -1.70 -0.60 0.50
N 0.65 0.71 -0.41 0.20
C 0.73 1.03 -1.68 0.05
O 0.08 0.26 -2.49 0.04
C 1.39 2.26 -2.19 -0.02
C 0.59 3.25 -2.74 0.02
C 1.17 4.43 -3.17 -0.01
C 2.54 4.61 -3.07 0.01
C 3.34 3.61 -2.53 0.00
C 2.76 2.44 -2.08 0.02
C -0.48 -2.47 -2.77 0.63
C -1.69 -2.72 -2.19 0.01
C -2.82 -2.69 -3.03 0.05
C -2.65 -2.42 -4.37 -0.03
C -1.37 -2.21 -4.90 0.05
C -0.23 -2.22 -4.11 0.12
C 1.14 -1.93 -4.65 0.06
C 1.37 -2.91 2.18 -0.07
C 0.51 -4.04 1.67 0.08
C 1.83 -3.03 3.49 0.02
H 3.93 -1.52 5.71 0.00
H 3.52 -3.24 5.67 0.00
H 2.31 -2.05 6.17 0.00
H 3.81 -0.32 3.67 0.00
H 3.97 0.82 1.76 0.00
H 2.48 0.93 0.81 -0.03
H 3.80 -0.12 0.28 0.00
H -0.48 3.10 -2.82 0.00
H 0.55 5.22 -3.59 0.00
H 2.99 5.54 -3.41 0.00
H 4.41 3.75 -2.45 0.00
H 3.37 1.66 -1.64 0.00
H -1.75 -3.07 -1.16 0.04
H -3.81 -2.86 -2.63 0.00
H -3.51 -2.37 -5.02 0.00
H -1.27 -2.01 -5.96 0.01
H 1.15 -2.02 -5.74 0.00
H 1.88 -2.62 -4.24 0.00
H 1.43 -0.92 -4.38 -0.01
H 0.60 -4.19 0.59 0.00
H -0.54 -3.87 1.89 -0.01
H 0.79 -4.97 2.16 0.00
H 1.52 -3.89 4.07 0.00
```



The structure with the least stability is P.